Formula: C2H5NO
Source: the OMol25 dataset
Level of theory: wB97M-V/def2-TZVPD

Geometry as XYZ:
```
9
Properties=species:S:1:pos:R:3:nbo_charge:R:1
N -0.7909 1.5106 0.3235 -0.81
C -0.4487 0.2980 -0.5017 -0.34
C 0.3266 -0.6959 0.2925 0.42
O 1.2535 -1.3406 -0.1268 -0.50
H -1.5490 1.1755 0.9056 0.35
H -1.2709 2.1625 -0.2840 0.36
H -1.4532 -0.0692 -0.7549 0.20
H 0.0539 0.4485 -1.4526 0.22
H 0.3184 -0.6107 1.3995 0.11
```

The value obtained for the total energy is -209.160591 a.u. As for the molar mass: 59.068 Da. The calculation puts the energy above the lowest of the compared OMol25 structures with the same formula, charge and spin at 162.1 kJ/mol. As for the multiplicity: 1. The HOMO energy is -9.838 eV.